1.
Here is a molecular structure, C22H51DyN4OP2 from the Open Molecules 2025 dataset. Energies are from ωB97M-V/def2-TZVPD.

Each line ends with the Löwdin spin population.
Element x y z (Å)
Dy1 0.144 -1.139 0.875  5.067
P1 0.304 -3.038 -1.183  -0.011
P2 -0.391 2.925 0.960  0.000
N1 1.339 -0.284 -0.712  -0.015
C1 1.889 -2.413 -1.918  0.001
H1 2.698 -2.881 -1.333  0.000
H2 1.978 -2.771 -2.953  0.000
C2 2.014 -0.877 -1.866  0.000
H3 3.092 -0.614 -1.834  0.000
H4 1.630 -0.438 -2.811  0.000
C3 1.089 1.154 -0.839  0.000
H5 0.143 1.341 -1.394  0.000
H6 1.874 1.606 -1.481  0.000
C4 1.087 1.933 0.508  -0.001
H7 1.919 2.656 0.457  0.000
H8 1.314 1.264 1.364  -0.001
C5 0.077 3.966 2.389  0.000
C6 0.620 3.107 3.542  0.000
H9 1.596 2.669 3.297  0.000
H10 -0.064 2.293 3.820  0.000
H11 0.759 3.741 4.426  0.000
C7 -0.797 3.924 -0.492  0.000
C8 -2.236 4.453 -0.487  0.000
H12 -2.388 5.025 -1.412  0.000
H13 -2.430 5.124 0.362  0.000
H14 -2.972 3.639 -0.475  0.000
C9 -0.949 -2.774 -2.540  0.000
C10 -2.296 -3.418 -2.181  0.000
H15 -3.020 -3.197 -2.977  0.000
H16 -2.710 -3.023 -1.243  0.000
H17 -2.227 -4.512 -2.095  0.000
C11 0.601 -4.851 -0.946  -0.001
C12 -0.381 -5.420 0.097  0.000
H18 0.033 -5.322 1.113  0.000
H19 -0.554 -6.490 -0.090  0.000
H20 -1.359 -4.912 0.086  0.000
C13 -1.781 1.874 1.548  -0.001
C14 0.230 5.047 -0.701  0.000
H21 1.245 4.655 -0.856  0.000
H22 -0.050 5.607 -1.603  0.000
H23 0.248 5.751 0.145  0.000
C15 -0.500 -3.149 -3.952  0.000
H24 -1.267 -2.793 -4.656  0.000
H25 0.448 -2.681 -4.240  0.000
H26 -0.417 -4.235 -4.084  0.000
C16 0.648 -5.674 -2.235  0.000
H27 1.031 -6.675 -1.992  0.000
H28 -0.350 -5.809 -2.674  0.000
H29 1.323 -5.246 -2.987  0.000
C17 -1.057 4.894 2.844  0.000
H30 -1.983 4.349 3.076  0.000
H31 -0.739 5.407 3.762  0.000
H32 -1.285 5.670 2.102  0.000
H33 0.901 4.594 2.010  0.000
H34 1.613 -4.870 -0.503  0.000
H35 -0.702 3.210 -1.329  0.000
H36 -1.083 -1.676 -2.511  0.000
O1 -1.323 0.545 1.581  -0.015
H37 -2.743 2.036 1.038  0.000
H38 -2.409 2.454 2.322  0.000
C18 -0.212 -2.364 3.436  -0.007
N2 1.112 -2.527 4.031  -0.001
C19 1.243 -3.572 5.035  0.000
C20 2.169 -1.976 3.386  0.000
N3 1.936 -1.359 2.207  -0.009
N4 3.415 -2.038 3.901  0.000
C21 3.694 -2.224 5.320  0.000
C22 4.549 -1.593 3.096  0.000
H39 -0.948 -2.789 4.120  0.000
H40 -0.295 -2.932 2.476  -0.003
H41 -0.454 -1.292 3.312  -0.002
H42 2.034 -4.293 4.788  0.000
H43 1.421 -3.149 6.032  0.000
H44 0.291 -4.111 5.073  0.000
H45 2.793 -0.988 1.795  0.001
H46 3.724 -3.289 5.581  0.000
H47 4.688 -1.806 5.507  0.000
H48 2.972 -1.699 5.957  0.000
H49 4.538 -2.083 2.114  0.000
H50 4.561 -0.499 2.957  0.000
H51 5.455 -1.885 3.631  0.000

Output
2S+1	6
lowest unoccupied orbital energy (alpha / beta)	-5.0 / -4.9	eV
total energy	-74298.1144	eV
orbital gap (alpha / beta)	8.396 / 8.506	eV
E_HOMO (alpha / beta)	-13.374 / -13.409	eV
expectation value of S²	9.337
charge	+2

2.
Here is 7 unconnected molecules or ions with the total composition C22H52Br6O8 from the Open Molecules 2025 dataset. Energies are from ωB97M-V/def2-TZVPD.

Each line ends with the Löwdin charge.
Element x y z (Å)
Br1 -0.866 -19.571 14.950  0.650
C1 0.258 -21.074 14.524  -0.728
C2 1.571 -20.778 13.920  -0.606
Br2 1.274 -19.831 12.153  0.556
H1 -0.280 -21.589 13.772  0.017
H2 0.369 -21.564 15.500  0.037
H3 2.080 -21.727 13.662  0.077
H4 2.306 -20.248 14.551  0.052
Br3 2.025 -23.561 17.420  0.716
C3 3.762 -22.818 17.643  -0.696
C4 3.837 -22.225 19.059  -0.613
Br4 5.747 -21.709 19.499  0.548
H5 3.875 -22.069 16.857  0.042
H6 4.466 -23.633 17.551  0.045
H7 3.510 -22.948 19.815  0.055
H8 3.289 -21.325 19.088  0.001
Br5 -1.069 -17.530 23.325  0.694
C5 0.794 -17.522 22.786  -0.674
C6 0.934 -17.820 21.323  -0.714
Br6 0.474 -16.391 20.053  0.614
H9 1.366 -18.218 23.445  0.051
H10 1.282 -16.497 22.978  0.087
H11 0.153 -18.540 21.110  -0.011
H12 1.951 -18.213 21.138  0.081
C7 5.976 -11.975 12.796  -0.127
O1 5.865 -13.387 12.854  -0.189
C8 5.882 -13.905 14.191  -0.192
C9 5.813 -15.431 14.132  -0.252
O2 4.703 -15.787 13.434  -0.164
C10 4.513 -17.153 13.264  -0.093
H13 5.577 -11.454 13.644  0.062
H14 5.366 -11.583 11.945  0.095
H15 7.074 -11.662 12.719  0.105
H16 5.001 -13.459 14.732  0.136
H17 6.795 -13.587 14.783  0.137
H18 5.807 -15.732 15.153  0.110
H19 6.644 -15.780 13.568  0.121
H20 4.078 -17.558 14.171  0.069
H21 5.433 -17.684 13.008  0.095
H22 3.717 -17.199 12.522  0.088
C11 0.588 -20.571 24.394  -0.125
O3 0.484 -20.771 22.989  -0.201
C12 -0.723 -21.443 22.674  -0.232
C13 -1.192 -21.272 21.276  -0.236
O4 -1.632 -20.020 20.837  -0.207
C14 -2.998 -19.772 21.161  -0.114
H23 -0.252 -20.021 24.745  0.044
H24 1.581 -20.104 24.513  0.094
H25 0.627 -21.547 24.908  0.095
H26 -1.522 -21.126 23.434  0.143
H27 -0.601 -22.518 22.837  0.129
H28 -1.972 -22.064 21.098  0.140
H29 -0.290 -21.529 20.704  0.123
H30 -3.592 -20.683 20.988  0.087
H31 -3.401 -18.909 20.617  0.093
H32 -3.208 -19.541 22.240  0.071
C15 5.776 -19.701 15.685  -0.074
O5 4.386 -19.563 16.036  -0.239
C16 4.042 -18.619 17.002  -0.219
C17 2.519 -18.769 17.210  -0.179
O6 2.150 -20.099 17.669  -0.242
C18 0.886 -20.084 18.384  -0.081
H33 5.937 -20.617 15.058  0.106
H34 6.355 -19.749 16.634  0.087
H35 6.144 -18.905 15.084  0.048
H36 4.360 -17.606 16.593  0.134
H37 4.544 -18.767 17.975  0.119
H38 1.999 -18.396 16.312  0.114
H39 2.329 -17.972 17.984  0.106
H40 0.243 -19.274 17.995  0.084
H41 1.058 -19.911 19.438  0.065
H42 0.567 -21.069 18.191  0.030
C19 -2.694 -23.756 14.065  -0.160
O7 -2.421 -24.050 15.374  -0.194
C20 -2.744 -22.938 16.251  -0.138
C21 -2.103 -23.127 17.675  -0.198
O8 -2.763 -23.961 18.584  -0.185
C22 -2.645 -25.353 18.239  -0.073
H43 -2.393 -22.763 13.732  0.073
H44 -3.796 -23.832 13.890  0.096
H45 -2.322 -24.506 13.340  0.097
H46 -3.791 -22.981 16.313  0.111
H47 -2.396 -22.014 15.829  0.070
H48 -1.973 -22.180 18.120  0.102
H49 -1.140 -23.600 17.388  0.094
H50 -2.608 -25.922 19.179  0.092
H51 -1.726 -25.533 17.679  0.085
H52 -3.505 -25.589 17.637  0.082

Output
lowest unoccupied orbital energy	0.4	eV
relative energy (zero: lowest compared OMol25 entry of this formula, charge and spin)	0.000	eV
total energy	-460286.2464	eV
orbital gap	10.032	eV
E_HOMO	-9.601	eV

3.
Here is 3 unconnected molecules or ions with the total composition C22H52N7O3P2S2 from the Open Molecules 2025 dataset. Energies are from ωB97M-V/def2-TZVPD.

Each line ends with the Löwdin charge.
Element x y z (Å)
C1 -4.479 -1.896 1.740  -0.030
C2 -3.031 -1.130 1.737  -0.391
C3 -2.495 -1.070 0.225  -0.321
S1 -3.576 -0.092 -0.942  0.741
N1 -4.874 0.698 -0.110  -0.226
S2 -2.353 1.533 -1.586  0.507
O1 -2.183 -1.916 2.618  -0.162
C4 -1.619 -1.034 3.652  -0.142
C5 -0.459 -0.194 2.887  -0.161
C6 0.677 -1.081 2.263  -0.016
C7 1.808 -0.353 1.462  -0.053
C8 1.723 1.191 1.364  -0.077
C9 0.609 2.068 1.970  -0.063
C10 -0.518 1.349 2.764  -0.038
H1 -4.416 -2.778 2.468  0.109
H2 -4.643 -2.250 0.667  0.077
H3 -5.235 -1.125 2.104  0.082
H4 -3.137 -0.037 2.100  0.131
H5 -2.442 -2.139 -0.192  0.125
H6 -1.434 -0.635 0.117  0.094
H7 -5.669 0.054 0.024  0.070
H8 -4.565 1.130 0.773  0.067
H9 -3.248 2.615 -1.684  -0.084
H10 -1.142 -1.625 4.509  0.141
H11 -2.411 -0.327 4.095  0.132
H12 0.647 -2.215 2.361  0.106
H13 2.653 -0.954 0.968  0.103
H14 2.542 1.714 0.765  0.094
H15 0.563 3.210 1.850  0.099
H16 -1.410 1.896 3.230  0.097
O2 -5.073 1.729 -7.785  -0.260
P1 -4.221 2.912 -7.289  0.760
N2 -3.027 2.769 -8.476  -0.358
C11 -1.889 1.877 -8.504  -0.130
C12 -3.403 3.218 -9.814  -0.116
N3 -3.946 2.204 -5.744  -0.324
C13 -2.818 1.382 -5.345  -0.139
C14 -5.159 1.697 -5.094  -0.158
N4 -3.311 4.323 -6.723  -0.329
C15 -1.886 4.479 -6.527  -0.113
C16 -4.080 5.187 -5.830  -0.151
H17 -1.159 2.203 -9.250  0.089
H18 -2.180 0.847 -8.735  0.089
H19 -1.336 1.890 -7.566  0.056
H20 -3.139 4.274 -9.935  0.080
H21 -4.482 3.128 -9.977  0.070
H22 -2.920 2.652 -10.610  0.084
H23 -2.412 0.786 -6.163  0.069
H24 -3.084 0.655 -4.570  0.055
H25 -2.031 1.991 -4.896  0.052
H26 -5.406 0.674 -5.421  0.083
H27 -6.019 2.334 -5.318  0.073
H28 -5.047 1.697 -4.004  0.059
H29 -1.472 3.789 -5.790  0.062
H30 -1.645 5.488 -6.177  0.086
H31 -1.332 4.373 -7.461  0.082
H32 -4.016 4.850 -4.787  0.069
H33 -5.134 5.192 -6.122  0.071
H34 -3.740 6.225 -5.885  0.079
O3 5.740 -1.212 3.708  -0.271
P2 5.005 -2.357 4.432  0.748
N5 4.346 -1.376 5.641  -0.357
C17 4.966 -0.907 6.861  -0.129
C18 3.242 -0.521 5.227  -0.127
N6 6.451 -3.222 4.768  -0.330
C19 7.266 -3.138 5.967  -0.117
C20 7.330 -3.391 3.605  -0.158
N7 4.117 -3.675 5.218  -0.328
C21 4.003 -3.996 6.623  -0.112
C22 3.981 -4.862 4.375  -0.153
H35 4.211 -0.527 7.557  0.087
H36 5.692 -0.109 6.673  0.089
H37 5.452 -1.712 7.409  0.058
H38 2.293 -1.046 5.385  0.071
H39 3.305 -0.270 4.162  0.051
H40 3.204 0.425 5.767  0.083
H41 7.245 -2.149 6.429  0.066
H42 8.323 -3.335 5.767  0.085
H43 6.974 -3.898 6.694  0.066
H44 7.989 -2.521 3.456  0.081
H45 6.747 -3.527 2.690  0.066
H46 7.952 -4.285 3.713  0.082
H47 4.959 -4.224 7.095  0.067
H48 3.364 -4.873 6.777  0.085
H49 3.512 -3.199 7.186  0.079
H50 4.850 -5.524 4.468  0.080
H51 3.883 -4.574 3.325  0.065
H52 3.079 -5.429 4.625  0.074

Output
lowest unoccupied orbital energy	-4.5	eV
total energy	-80458.2811	eV
orbital gap	4.638	eV
E_HOMO	-9.163	eV
charge	+1